No. 1
{"formula": "C7H10O2", "method": "the ωB97M-V functional and the def2-TZVPD basis", "homo_energy_ev": -7.7546, "homo_lumo_gap_ev": 8.580, "energy_ev": -11510.6003, "lumo_energy_ha": 0.030, "species": ["C", "C", "C", "C", "C", "C", "C", "O", "O", "H", "H", "H", "H", "H", "H", "H", "H", "H", "H"], "positions_angstrom": [[2.635, 1.570, -0.104], [0.308, -2.005, 0.329], [2.221, 0.114, -0.071], [-2.054, -0.013, -0.164], [0.325, -0.570, 0.073], [-0.183, 0.477, -0.397], [-2.884, 0.848, 0.425], [-2.453, -1.135, -0.816], [3.020, -0.780, -0.034], [-3.424, -1.183, -0.857], [-0.156, 1.542, -0.476], [2.163, 2.103, 0.721], [3.721, 1.658, -0.034], [2.303, 2.017, -1.042], [-0.165, -2.216, 1.288], [-0.237, -2.525, -0.459], [1.336, -2.373, 0.327], [-2.512, 1.700, 0.974], [-3.966, 0.772, 0.318]], "lowdin_charge": [-0.046, -0.056, -0.284, -0.315, -0.176, 0.057, -0.013, -0.003, 0.045, 0.109, 0.086, 0.082, 0.083, 0.079, 0.097, 0.089, 0.076, 0.041, 0.049]}



No. 2
{"formula": "C7H10O3S", "method": "the ωB97M-V functional and the def2-TZVPD basis", "homo_energy_ev": -9.8646, "homo_lumo_gap_ev": 10.049, "energy_ev": -24397.2253, "lumo_energy_ha": 0.007, "species": ["C", "C", "C", "C", "C", "C", "C", "O", "O", "O", "S", "H", "H", "H", "H", "H", "H", "H", "H", "H", "H"], "positions_angstrom": [[-1.433, -0.909, 0.684], [-0.095, -1.392, -0.019], [-0.989, 0.437, -1.175], [-0.510, 1.489, 0.827], [-1.596, 0.567, 0.256], [0.305, -0.150, -0.796], [0.790, 0.867, 0.294], [2.921, -1.378, 0.663], [3.585, 0.107, -1.186], [1.862, 1.161, 0.773], [3.592, -0.122, 0.274], [-2.274, -1.510, 0.162], [-1.408, -1.059, 1.729], [0.739, -1.760, 0.677], [-0.321, -1.975, -0.804], [-1.631, -0.292, -1.873], [-1.028, 1.295, -1.724], [-0.546, 2.486, 0.392], [-0.411, 1.659, 1.995], [-2.630, 0.974, 0.424], [1.078, -0.493, -1.573]], "lowdin_charge": [-0.119, -0.116, -0.139, -0.068, -0.269, -0.253, -0.293, -0.459, -0.453, -0.043, 0.912, 0.138, 0.089, 0.129, 0.069, 0.174, 0.083, 0.126, 0.169, 0.154, 0.170]}



No. 3
{"formula": "C7H11BF2O6P", "method": "the ωB97M-V functional and the def2-TZVPD basis", "homo_energy_ev": -6.0337, "total_charge": -1, "homo_lumo_gap_ev": 8.780, "energy_ev": -35126.1327, "lumo_energy_ha": 0.101, "species": ["C", "C", "O", "P", "C", "C", "C", "O", "H", "H", "H", "H", "H", "H", "H", "H", "H", "H", "H", "B", "O", "C", "O", "C", "O", "O", "F", "F"], "positions_angstrom": [[-0.602, 1.219, -1.875], [0.749, 0.683, -1.480], [1.202, 1.314, -0.269], [2.750, 0.902, 0.113], [2.524, 0.308, 1.840], [2.024, 1.482, 2.670], [2.552, 2.943, 2.209], [2.866, 2.070, 3.497], [-0.629, 2.306, -1.876], [-1.377, 0.837, -1.216], [-0.832, 0.880, -2.883], [1.459, 0.875, -2.289], [0.645, -0.390, -1.348], [2.925, -0.353, -0.547], [3.465, 0.002, 2.282], [1.716, -0.413, 1.964], [0.987, 1.445, 2.994], [1.469, 3.285, 2.266], [2.889, 3.852, 2.705], [-3.828, -2.416, -0.133], [-3.989, -3.028, -1.491], [-2.827, -3.032, -2.108], [-2.614, -3.452, -3.213], [-1.780, -2.402, -1.171], [-0.613, -2.248, -1.424], [-2.372, -2.059, -0.052], [-4.153, -3.332, 0.854], [-4.609, -1.277, -0.019]], "lowdin_charge": [-0.076, -0.356, -0.427, 0.886, -0.327, -0.420, -0.069, -0.090, 0.071, 0.076, 0.080, 0.102, 0.078, -0.045, 0.085, 0.088, 0.144, 0.072, 0.099, -1.054, 0.208, -0.422, 0.118, -0.414, 0.103, 0.206, 0.144, 0.143]}



No. 4
{"formula": "C7H11Cl", "method": "the ωB97M-V functional and the def2-TZVPD basis", "homo_energy_ev": -9.5904, "smiles": "C=C[C@@H]1C[C@H](Cl)[C@H]1C", "homo_lumo_gap_ev": 10.665, "energy_ev": -19957.0973, "lumo_energy_ha": 0.039, "species": ["C", "C", "C", "C", "C", "Cl", "C", "C", "H", "H", "H", "H", "H", "H", "H", "H", "H", "H", "H"], "positions_angstrom": [[-0.340, 1.708, 2.405], [-0.269, 1.514, 1.040], [0.275, 0.217, 0.409], [1.461, 0.381, -0.607], [0.984, -0.919, -1.338], [1.297, -0.810, -3.091], [-0.412, -0.500, -0.745], [-1.468, -1.530, -0.441], [-0.779, 2.665, 2.782], [-0.124, 0.875, 2.968], [-0.261, 2.354, 0.314], [0.529, -0.638, 1.033], [1.453, 1.357, -0.998], [2.491, 0.288, -0.242], [1.512, -1.919, -1.041], [-0.822, 0.301, -1.376], [-2.354, -1.517, -1.317], [-2.113, -1.187, 0.476], [-1.059, -2.641, -0.234]], "lowdin_charge": [0.024, -0.101, -0.293, -0.177, -0.629, 0.558, -0.423, -0.095, 0.068, 0.017, 0.107, 0.140, 0.088, 0.109, 0.137, 0.140, 0.124, 0.092, 0.112]}



No. 5
{"formula": "C7H11Cl3Si", "method": "the ωB97M-V functional and the def2-TZVPD basis", "homo_energy_ev": -9.3473, "smiles": "C=C[C@@]1(Cl)CCCC[Si]1(Cl)Cl", "homo_lumo_gap_ev": 10.088, "energy_ev": -52883.8870, "lumo_energy_ha": 0.027, "species": ["C", "C", "C", "Cl", "C", "C", "C", "C", "Si", "Cl", "Cl", "H", "H", "H", "H", "H", "H", "H", "H", "H", "H", "H"], "positions_angstrom": [[-2.523, 1.559, -0.079], [-1.763, 1.346, 1.009], [-0.533, 0.443, 0.925], [0.089, 0.115, 2.512], [-0.799, -0.944, 0.242], [0.461, -1.812, 0.191], [1.393, -1.349, -0.974], [2.054, 0.011, -0.637], [0.858, 1.349, -0.074], [-0.042, 2.364, -1.565], [1.918, 2.749, 0.938], [-3.270, 2.186, -0.223], [-2.404, 0.782, -0.941], [-1.891, 1.775, 1.951], [-1.128, -0.825, -0.733], [-1.494, -1.536, 0.700], [0.035, -2.720, -0.031], [0.901, -1.990, 1.102], [2.164, -2.184, -1.039], [0.672, -1.439, -1.904], [2.853, -0.227, 0.205], [2.448, 0.347, -1.574]], "lowdin_charge": [-0.027, -0.219, -0.893, 0.700, -0.229, -0.247, -0.240, -0.295, -0.240, 0.418, 0.352, 0.003, 0.092, 0.068, 0.075, 0.091, 0.080, 0.063, 0.118, 0.145, 0.132, 0.052]}



No. 6
{"formula": "C7H11ClFI", "method": "the ωB97M-V functional and the def2-TZVPD basis", "homo_energy_ev": [-7.6448, -8.9889], "s2": 2.010, "spin_multiplicity": 3, "homo_lumo_gap_ev": [7.885, 7.395], "energy_ev": -30770.3098, "lumo_energy_ha": [0.009, -0.059], "species": ["C", "C", "C", "C", "C", "C", "C", "F", "Cl", "I", "H", "H", "H", "H", "H", "H", "H", "H", "H", "H", "H"], "positions_angstrom": [[1.854, 1.500, -0.894], [3.217, 0.423, 0.553], [-1.262, -2.148, -0.025], [0.488, 0.997, -0.864], [-1.928, -0.807, -0.304], [0.027, 0.721, 0.606], [-1.524, 0.395, 0.544], [1.960, 2.771, -0.575], [4.661, 1.235, 0.693], [3.250, -1.528, -0.225], [-0.133, -2.141, -0.014], [-1.396, -2.421, 1.050], [-1.539, -2.848, -0.660], [-0.260, 1.863, -1.329], [0.271, 0.154, -1.350], [-1.664, -0.422, -1.240], [-2.934, -1.032, -0.159], [0.721, -0.115, 0.937], [-0.039, 1.663, 1.291], [-2.114, 1.364, 0.308], [-1.657, 0.376, 1.658]], "lowdin_spin": [0.639, 0.736, 0.000, 0.085, 0.001, 0.042, 0.012, 0.144, 0.186, 0.142, 0.000, 0.000, 0.000, 0.001, 0.006, 0.000, 0.000, 0.003, 0.000, 0.000, 0.003]}



No. 7
{"formula": "C7H11ClNO3", "method": "the ωB97M-V functional and the def2-TZVPD basis", "homo_energy_ev": -2.5237, "total_charge": -1, "homo_lumo_gap_ev": 5.147, "energy_ev": -27589.5850, "lumo_energy_ha": 0.096, "species": ["C", "C", "C", "C", "Cl", "O", "C", "O", "C", "N", "H", "H", "H", "H", "H", "H", "H", "H", "C", "O", "H", "H", "H"], "positions_angstrom": [[1.980, -1.109, 0.037], [1.190, -0.346, 0.515], [0.133, 0.430, 1.157], [-0.570, 1.444, 0.251], [-0.786, 0.877, -1.418], [-1.784, 1.847, 0.893], [-2.978, 1.543, 0.291], [-3.623, 2.398, -0.250], [-3.476, 0.120, 0.398], [-3.448, -0.392, 1.783], [2.697, -1.701, -0.543], [-0.611, -0.205, 1.638], [0.594, 1.023, 1.952], [0.035, 2.341, 0.180], [-4.482, 0.106, -0.008], [-2.848, -0.488, -0.253], [-2.853, -1.212, 1.804], [-4.365, -0.757, 2.007], [5.017, -1.200, -2.086], [3.909, -1.957, -2.042], [5.399, -0.823, -1.093], [5.932, -1.691, -2.525], [4.939, -0.251, -2.689]], "lowdin_charge": [0.127, -0.187, -0.219, -0.641, 0.728, -0.047, -0.525, 0.127, -0.183, 0.018, 0.006, 0.104, 0.119, 0.112, 0.117, 0.098, 0.062, 0.061, -0.507, -0.442, 0.026, 0.023, 0.025]}



No. 8
{"formula": "C7H11ClNSi", "method": "the ωB97M-V functional and the def2-TZVPD basis", "homo_energy_ev": [-10.5520, -11.5260], "total_charge": 1, "homo_lumo_gap_ev": [5.480, 6.677], "energy_ev": -29317.3877, "lumo_energy_ha": [-0.186, -0.178], "species": ["C", "C", "C", "C", "C", "C", "C", "N", "Si", "Cl", "H", "H", "H", "H", "H", "H", "H", "H", "H", "H", "H"], "positions_angstrom": [[-0.019, -2.420, -0.623], [1.055, -1.828, -0.064], [-0.841, -1.606, -1.393], [1.369, -0.482, -0.289], [-0.510, -0.344, -1.768], [0.576, 0.305, -1.151], [-0.728, 1.685, 1.805], [-0.419, 0.212, 1.964], [0.698, 2.192, -1.399], [-0.037, 3.205, -2.908], [-0.190, -3.373, -0.371], [1.637, -2.431, 0.517], [-1.707, -1.997, -1.875], [2.287, 0.099, 0.122], [-1.161, 0.329, -2.443], [-0.377, 2.322, 2.513], [-1.841, 1.639, 1.743], [-0.120, 0.054, 2.954], [0.235, -0.184, 1.244], [-1.160, -0.540, 1.887], [1.252, 3.166, -0.465]], "lowdin_charge": [-0.035, -0.092, -0.058, -0.134, -0.116, -0.373, -0.075, 0.029, 0.491, 0.425, 0.086, 0.095, 0.113, 0.155, 0.130, -0.022, 0.038, 0.164, 0.062, 0.172, -0.056]}



No. 9
{"formula": "C7H11ErNP", "method": "the ωB97M-V functional and the def2-TZVPD basis", "homo_energy_ev": [-5.2496, -5.3424], "s2": 3.771, "spin_multiplicity": 4, "homo_lumo_gap_ev": [4.724, 4.906], "energy_ev": -45825.0436, "lumo_energy_ha": [-0.019, -0.016], "species": ["C", "C", "C", "C", "C", "Er", "P", "H", "H", "H", "H", "H", "H", "H", "H", "C", "C", "N", "H", "H", "H"], "positions_angstrom": [[-0.319, -0.607, -2.153], [-0.583, 0.188, -3.269], [-0.365, 1.577, -3.339], [0.185, 2.326, -2.276], [0.506, 1.724, -1.067], [0.000, 0.000, -0.324], [0.185, -2.227, 0.464], [-0.585, -1.675, -2.265], [-0.956, -0.307, -4.179], [-0.577, 2.089, -4.286], [1.109, 2.312, -0.340], [0.451, 3.375, -2.469], [1.423, -2.592, 1.070], [0.155, -3.276, -0.502], [-0.630, -2.908, 1.425], [0.000, 0.000, 4.457], [0.000, 0.000, 2.937], [0.000, 0.000, 1.676], [0.874, -0.504, 4.814], [-0.874, -0.504, 4.814], [0.000, 1.009, 4.814]], "lowdin_spin": [-0.023, -0.002, -0.018, 0.000, -0.030, 3.023, 0.006, 0.003, 0.000, -0.001, -0.002, 0.000, -0.001, 0.003, 0.001, 0.005, 0.029, 0.003, 0.000, 0.002, 0.000]}



No. 10
{"formula": "C7H11FNO", "method": "the ωB97M-V functional and the def2-TZVPD basis", "homo_energy_ev": -12.8809, "total_charge": 1, "homo_lumo_gap_ev": 9.554, "energy_ev": -13683.6943, "lumo_energy_ha": -0.122, "species": ["C", "C", "C", "C", "C", "C", "C", "N", "O", "F", "H", "H", "H", "H", "H", "H", "H", "H", "H", "H", "H"], "positions_angstrom": [[0.712, 2.165, 0.068], [1.877, 1.302, -0.033], [-0.536, 1.766, -0.178], [1.739, -0.001, -0.105], [-0.884, 0.384, -0.661], [-0.071, -0.682, 0.056], [-0.364, -0.897, 1.510], [-0.103, -1.965, -0.709], [-2.236, 0.007, -0.532], [2.579, -1.006, -0.255], [0.897, 3.195, 0.327], [2.857, 1.756, -0.051], [-1.360, 2.461, -0.118], [-0.613, 0.355, -1.737], [-1.389, -1.240, 1.636], [-0.255, 0.037, 2.050], [0.320, -1.620, 1.948], [-0.972, -1.983, -1.263], [-0.096, -2.759, -0.056], [0.709, -2.056, -1.333], [-2.809, 0.781, -0.563]], "lowdin_charge": [-0.065, -0.021, -0.019, -0.108, -0.355, -0.284, -0.008, 0.257, 0.003, 0.098, 0.120, 0.132, 0.123, 0.169, 0.102, 0.108, 0.101, 0.179, 0.181, 0.175, 0.113]}



Question: What is the formula in the fifth record?
Answer: C7H11Cl3Si